Entry P
DFT (ωB97M-V/def2-TZVPD) results for a cluster of 11 separate species, C22H66O11 in total.

SMILES string: CCO.CCO.CCO.CCO.CCO.CCO.CCO.CCO.CCO.CCO.CCO

CARTESIAN COORDINATES (ANGSTROEM)
1 C -5.68654 -3.74605 -3.04887
2 C -5.24683 -4.86967 -3.96403
3 O -4.31563 -5.75071 -3.30649
4 H -6.09504 -4.12355 -2.11147
5 H -6.42904 -3.16900 -3.60007
6 H -4.93894 -2.99508 -2.79340
7 H -4.70351 -4.49119 -4.82985
8 H -6.07687 -5.50864 -4.26545
9 H -3.98069 -6.36901 -3.96003
10 C 5.75920 4.24139 3.66376
11 C 5.16956 5.27452 2.73541
12 O 3.81332 4.86670 2.56592
13 H 6.79399 4.45727 3.92968
14 H 5.64700 3.25762 3.20802
15 H 5.25764 4.34674 4.62576
16 H 5.68467 5.25898 1.77493
17 H 5.29960 6.31431 3.03547
18 H 3.54588 5.12038 1.67952
19 C 5.31474 0.30704 -0.63158
20 C 5.70773 0.17263 -2.10250
21 O 6.55603 -0.90702 -2.18761
22 H 4.76251 -0.54006 -0.22470
23 H 4.76232 1.22147 -0.41539
24 H 6.19316 0.24696 0.01098
25 H 6.15081 1.09966 -2.46637
26 H 4.82716 -0.01570 -2.71669
27 H 6.07816 -1.71341 -1.98034
28 C -0.06133 1.11808 0.14497
29 C -0.10501 -0.21444 -0.58764
30 O -1.20071 -0.25422 -1.40150
31 H 0.96753 1.30002 0.45549
32 H -0.64398 1.13569 1.06601
33 H -0.30985 1.98798 -0.46299
34 H -0.25855 -1.08134 0.05502
35 H 0.86143 -0.40989 -1.05227
36 H -1.11335 -1.12051 -1.80583
37 C -5.43694 0.78163 -6.42215
38 C -4.30443 0.35039 -5.56724
39 O -4.47681 0.88300 -4.26197
40 H -6.41965 0.36024 -6.21051
41 H -5.26919 0.33916 -7.40407
42 H -5.56802 1.85590 -6.55204
43 H -3.39218 0.78528 -5.97562
44 H -4.28331 -0.73899 -5.59749
45 H -3.72136 0.63556 -3.72376
46 C 0.14620 8.51163 -0.77792
47 C 0.55957 7.23198 -1.57559
48 O 1.71390 6.61833 -0.97773
49 H 0.94232 9.25499 -0.73664
50 H 0.01331 8.23811 0.26880
51 H -0.77717 8.87871 -1.22596
52 H 0.81120 7.51998 -2.59630
53 H -0.29750 6.55886 -1.59681
54 H 2.44621 7.01965 -1.45129
55 C 0.64786 -6.83236 1.02215
56 C 1.00142 -5.37933 1.41615
57 O 1.64564 -4.69889 0.33944
58 H -0.04935 -6.83982 0.18434
59 H 0.15275 -7.33619 1.85228
60 H 1.49272 -7.40918 0.64587
61 H 1.63085 -5.31930 2.30402
62 H 0.13875 -4.72491 1.54123
63 H 1.01318 -4.52475 -0.36145
64 C -3.40209 -1.54285 3.15989
65 C -4.18147 -2.07074 1.94552
66 O -5.50101 -2.48376 2.29891
67 H -3.26087 -2.26550 3.96359
68 H -3.88203 -0.65710 3.57608
69 H -2.35854 -1.34406 2.91581
70 H -3.66058 -2.90248 1.47118
71 H -4.28258 -1.30610 1.17532
72 H -5.45305 -3.28208 2.82992
73 C 2.00010 -1.23405 4.20240
74 C 1.24149 -1.59193 5.42900
75 O 0.98802 -2.99789 5.46712
76 H 2.91987 -1.81217 4.11352
77 H 2.19847 -0.16434 4.13562
78 H 1.42323 -1.45190 3.30358
79 H 0.22812 -1.19206 5.39287
80 H 1.69430 -1.15594 6.31949
81 H 1.80620 -3.42228 5.73560
82 C 1.11205 -3.25360 -4.52609
83 C 0.32444 -4.40639 -4.08246
84 O -0.54136 -4.02402 -3.06829
85 H 0.57082 -2.38693 -4.90564
86 H 1.75283 -3.58492 -5.34325
87 H 1.81166 -2.82138 -3.81067
88 H 0.89684 -5.28138 -3.77448
89 H -0.31094 -4.68938 -4.92169
90 H -1.31717 -4.58923 -3.05230
91 C -0.88882 4.44594 4.48293
92 C 0.17520 4.53834 5.53652
93 O 1.08671 5.57623 5.21618
94 H -1.48796 5.35337 4.55847
95 H -1.55777 3.59501 4.61145
96 H -0.43793 4.33554 3.49672
97 H 0.70097 3.58884 5.63708
98 H -0.30448 4.66574 6.50697
99 H 1.55081 5.34777 4.40748

Entry Q
DFT (ωB97M-V/def2-TZVPD) results for a structure of composition C22H66O11.

CARTESIAN COORDINATES (ANGSTROEM)
1 C -0.76709 4.66384 0.01038
2 C -0.39802 3.20641 -0.34917
3 O -0.79446 2.22958 0.54017
4 H -1.60413 4.88283 -0.65257
5 H 0.12067 5.26716 -0.17936
6 H -0.89916 4.86286 1.07388
7 H 0.68748 3.14430 -0.42617
8 H -0.74051 2.84258 -1.31790
9 H -1.70784 2.44507 0.74237
10 C 0.61711 -1.80676 1.91279
11 C 1.31685 -3.16191 2.37088
12 O 2.29014 -2.92918 3.30679
13 H 1.43321 -1.17438 1.56326
14 H 0.09360 -1.30754 2.72815
15 H -0.03757 -2.05833 1.07840
16 H 1.74228 -3.67145 1.50631
17 H 0.59591 -3.85792 2.79972
18 H 1.83247 -2.71456 4.12293
19 C 1.01404 0.11181 0.05199
20 C -0.48874 -0.05150 0.30062
21 O -0.98628 0.59180 1.45466
22 H 1.36555 -0.78421 -0.45957
23 H 1.51774 0.18050 1.01618
24 H 1.08020 1.00564 -0.56834
25 H -0.74053 -1.11173 0.27586
26 H -0.99884 0.48438 -0.49984
27 H -0.79369 1.52228 1.31791
28 C 2.90287 0.05213 2.60830
29 C 3.30152 0.80058 1.34343
30 O 3.78073 2.07475 1.62569
31 H 2.00141 0.45482 3.07013
32 H 3.65345 0.18900 3.38676
33 H 2.67557 -0.99393 2.40288
34 H 2.53333 0.81563 0.57029
35 H 4.10334 0.32756 0.77647
36 H 4.32536 1.95015 2.40636
37 C 0.00236 -0.29519 -2.84002
38 C -0.55666 -1.60031 -3.31830
39 O -1.74126 -1.79476 -2.71241
40 H 0.97398 -0.08681 -3.28793
41 H 0.24439 -0.19405 -1.78205
42 H -0.68539 0.53941 -2.97627
43 H 0.10690 -2.46491 -3.33453
44 H -0.88245 -1.45021 -4.34759
45 H -2.24955 -0.98860 -2.82793
46 C 1.12292 2.68456 2.19274
47 C 1.53262 4.11141 1.97688
48 O 2.92013 4.15309 2.07144
49 H 0.03650 2.65965 2.27742
50 H 1.56986 2.23691 3.08041
51 H 1.44221 1.93148 1.47232
52 H 1.01311 4.71001 2.72513
53 H 1.16854 4.56696 1.05600
54 H 3.28133 3.48986 1.47876
55 C 2.34177 -3.02012 -0.86688
56 C 1.34607 -3.05815 -1.97947
57 O 1.52842 -2.08954 -2.94038
58 H 2.50397 -2.00716 -0.49851
59 H 3.26229 -3.56759 -1.06942
60 H 1.96131 -3.61735 -0.03823
61 H 0.30597 -3.12763 -1.66099
62 H 1.51098 -3.97931 -2.53837
63 H 2.43306 -2.09874 -3.26154
64 C -3.17387 1.38220 -1.67749
65 C -3.71594 0.22452 -2.49213
66 O -2.75465 -0.21913 -3.47574
67 H -2.63345 2.13539 -2.25086
68 H -2.58314 0.89804 -0.89984
69 H -3.91522 2.11949 -1.36943
70 H -4.70801 0.52380 -2.83026
71 H -3.90248 -0.57378 -1.77377
72 H -2.67819 0.32734 -4.26132
73 C -2.36039 -1.85309 -0.02628
74 C -3.44772 -2.51836 0.81096
75 O -3.45696 -3.92400 1.04657
76 H -2.45453 -0.77180 -0.12648
77 H -2.30740 -2.32112 -1.00925
78 H -1.37729 -2.02318 0.41269
79 H -4.43102 -2.32138 0.38384
80 H -3.54815 -1.99438 1.76147
81 H -4.35685 -4.25148 0.97903
82 C 3.04247 -0.33187 -1.48294
83 C 3.76482 0.08188 -2.70534
84 O 4.35471 -1.04177 -3.29944
85 H 2.26985 0.34855 -1.12492
86 H 3.56400 -0.59665 -0.56315
87 H 2.36206 -1.16869 -1.64066
88 H 4.48544 0.83899 -2.39619
89 H 3.10864 0.36231 -3.52929
90 H 5.15267 -1.23031 -2.80012
91 C -3.33328 1.02393 1.40827
92 C -4.07863 -0.05090 2.20380
93 O -4.57757 0.49358 3.31466
94 H -4.04125 1.67410 0.89430
95 H -2.70022 0.53097 0.67047
96 H -2.72087 1.58991 2.11020
97 H -3.32752 -0.79843 2.45899
98 H -4.90158 -0.49438 1.64328
99 H -5.14003 -0.19587 3.67507

Entry R
DFT (ωB97M-V/def2-TZVPD) results for a cluster of 11 separate species, C22H66O11 in total.

SMILES string: CC(C)O.CC(C)O.CC(C)O.CC(C)O.CC(C)O.CC(C)O.CCO.CCO.O.O.O

CARTESIAN COORDINATES (ANGSTROEM)
1 C -0.52123 0.68216 -0.17895
2 C 0.97414 0.96927 -0.22045
3 O 1.54168 0.30728 -1.33899
4 H -0.96800 1.09880 0.72167
5 H -0.67921 -0.39748 -0.18600
6 H -0.91955 1.14265 -1.08459
7 H 1.42890 0.70446 0.74145
8 H 1.12595 2.04898 -0.34842
9 H 2.44707 0.64564 -1.44104
10 C 3.18737 1.30049 -4.71979
11 C 3.46853 2.46276 -3.79141
12 O 4.90193 2.58220 -3.64848
13 H 3.12269 0.33894 -4.21905
14 H 3.89068 1.32237 -5.55180
15 H 2.22164 1.47296 -5.20752
16 H 3.10504 2.29331 -2.77066
17 H 3.01601 3.38010 -4.17703
18 H 5.07875 3.35122 -3.09614
19 O 3.89039 -2.28569 -2.71765
20 H 3.87198 -1.43430 -2.25082
21 H 3.70863 -2.05753 -3.63647
22 O -2.46388 1.46022 -3.47385
23 H -2.38935 0.69884 -2.88776
24 H -2.34571 1.09624 -4.35725
25 O 1.03203 -2.42292 -1.93454
26 H 1.96605 -2.63732 -2.08677
27 H 1.07542 -1.54997 -1.51989
28 C -1.34057 6.61970 0.89375
29 C -0.45551 5.43679 0.53690
30 C -1.22687 4.26845 -0.03861
31 O 0.51214 5.90961 -0.42229
32 H -0.76058 7.42311 1.34062
33 H -2.14401 6.31651 1.57117
34 H -1.84593 6.99704 0.00067
35 H 0.07664 5.14775 1.45457
36 H -1.63832 4.57223 -1.00975
37 H -2.09531 3.99960 0.56425
38 H -0.60764 3.39726 -0.23922
39 H 0.61099 5.24620 -1.11021
40 C 4.25748 -0.45916 0.87267
41 C 5.17170 0.01344 -0.23128
42 C 6.15922 -1.05868 -0.63896
43 O 4.32260 0.34129 -1.38421
44 H 3.71574 0.36549 1.33785
45 H 4.82825 -0.93536 1.66840
46 H 3.53993 -1.14988 0.42756
47 H 5.72067 0.93724 -0.02306
48 H 6.99958 -1.13263 0.05714
49 H 6.61359 -0.94007 -1.62464
50 H 5.66637 -2.03586 -0.66596
51 H 4.84424 0.93818 -1.94187
52 C -3.04321 -3.77399 -4.63893
53 C -2.11450 -3.08877 -3.65959
54 C -2.69690 -2.97471 -2.26131
55 O -0.85887 -3.74113 -3.65790
56 H -2.53973 -4.02080 -5.57251
57 H -3.85122 -3.07256 -4.87450
58 H -3.52830 -4.68042 -4.26756
59 H -1.98749 -2.07067 -4.06936
60 H -1.96856 -2.52371 -1.58473
61 H -2.82699 -3.97451 -1.83358
62 H -3.66282 -2.47185 -2.30114
63 H -0.27155 -3.24942 -3.05868
64 C -2.94946 1.81742 2.92110
65 C -1.80292 2.39055 3.74815
66 C -2.02392 3.85126 4.08756
67 O -1.63656 1.62500 4.96267
68 H -2.84138 0.74224 2.80763
69 H -2.88716 2.27530 1.92859
70 H -3.89811 2.11262 3.37196
71 H -0.83321 2.21315 3.27432
72 H -2.97326 3.93730 4.62680
73 H -2.09680 4.49405 3.20742
74 H -1.23542 4.25245 4.72305
75 H -2.45856 1.66646 5.46580
76 C 0.34465 -2.73218 2.11161
77 C 0.40125 -3.16908 3.58219
78 C 1.79426 -3.22939 4.16135
79 O -0.50088 -2.42304 4.39057
80 H 1.30080 -2.54151 1.62022
81 H -0.32815 -1.87861 2.01425
82 H -0.14126 -3.49651 1.50074
83 H 0.03656 -4.20233 3.55326
84 H 2.45543 -3.85774 3.55983
85 H 1.85217 -3.60611 5.18296
86 H 2.26486 -2.23498 4.15225
87 H 0.01479 -1.79713 4.90945
88 C -5.19972 -2.99997 2.09231
89 C -3.93195 -3.15885 1.25213
90 C -3.20462 -1.82857 1.15181
91 O -3.04636 -4.07113 1.90989
92 H -5.92578 -2.31928 1.65172
93 H -4.92238 -2.65924 3.09389
94 H -5.66941 -3.98151 2.20083
95 H -4.18813 -3.64900 0.31233
96 H -3.61013 -1.00373 0.56256
97 H -2.24220 -1.96772 0.64662
98 H -2.98044 -1.57193 2.18882
99 H -3.27874 -4.14768 2.83984

Tell me which of them is the least stable. Sure, it is entry Q.

Entry P
DFT (ωB97M-V/def2-TZVPD) results for an isolated molecule of C4H4N2.

SMILES string: C#C[C@H](N)C#N

CARTESIAN COORDINATES (ANGSTROEM)
1 N -1.32678 -0.86345 -0.01801
2 C -0.43499 0.24905 0.29096
3 C 1.01253 -0.03942 0.19180
4 C 2.18491 -0.30908 0.16610
5 C -0.76654 1.42181 -0.54770
6 N -0.99398 2.35642 -1.18782
7 H -1.16471 -1.19313 -0.96369
8 H -1.09292 -1.63637 0.59652
9 H -0.64562 0.55295 1.32392
10 H 3.22811 -0.53878 0.14793

Entry Q
DFT (ωB97M-V/def2-TZVPD) results for an isolated molecule of C4H4N2.

CARTESIAN COORDINATES (ANGSTROEM)
1 C -0.94851 1.12036 -0.04842
2 C 0.34199 1.19398 0.24937
3 C 0.58281 -1.23439 0.04661
4 C 1.33063 0.08047 0.06240
5 N -1.56880 -0.08984 0.03031
6 N -0.69903 -1.19416 0.12711
7 H -1.54208 2.03127 -0.16684
8 H 1.70307 0.07132 -0.91018
9 H 2.13698 -0.03127 0.68191
10 H -1.33707 -1.94773 -0.07227

Entry R
DFT (ωB97M-V/def2-TZVPD) results for an isolated molecule of C4H4N2.

SMILES string: c1ccnnc1

CARTESIAN COORDINATES (ANGSTROEM)
1 C -0.74782 -0.78941 -0.06961
2 C -0.15798 0.11304 -1.13655
3 N 1.03751 0.65247 -1.38699
4 N 1.70789 0.66218 -0.26379
5 C 0.87927 0.25236 0.70147
6 C -0.62204 0.14675 0.88613
7 H -1.35354 -1.70205 -0.17927
8 H -0.86873 0.79547 -1.53891
9 H 1.38679 -0.53238 1.20786
10 H -1.22948 0.45503 1.74756

Tell me which of them is the least stable. Sure, it is entry Q.

Entry P
DFT (ωB97M-V/def2-TZVPD) results for an isolated molecule of C4H4N2.

CARTESIAN COORDINATES (ANGSTROEM)
1 C 0.19276 0.55196 -1.82142
2 C 0.57120 -0.66343 -1.82282
3 C 0.04653 1.93879 -1.41594
4 C 0.36912 -0.38023 0.88219
5 N 0.43206 1.73995 -0.11847
6 N 0.74726 0.47658 -0.18759
7 H -0.09561 2.83091 -2.01625
8 H -0.59696 -0.25705 1.16447
9 H 0.67824 -1.31800 0.49179
10 H 1.15624 -0.15734 1.68850

Entry Q
DFT (ωB97M-V/def2-TZVPD) results for a cluster of 3 separate species, C4H4N2 in total.

SMILES string: C#C.C#C.N#N

CARTESIAN COORDINATES (ANGSTROEM)
1 C 1.98591 1.41411 0.23212
2 C 2.14240 0.46458 -0.48993
3 N 0.44795 -2.26115 -0.14380
4 N -0.24652 -2.48622 0.68009
5 C -2.62456 -0.01161 0.16854
6 C -1.60820 0.52371 -0.19042
7 H 1.84426 2.25448 0.87736
8 H 2.27073 -0.38525 -1.12619
9 H -3.52278 -0.49336 0.49257
10 H -0.68920 0.98072 -0.50033

Tell me which of them is the least stable. Sure, it is entry P.